{"formula": "C39H64Br6O21S5", "method": "the ωB97M-V functional and the def2-TZVPD basis", "species": ["O", "C", "C", "C", "C", "O", "C", "C", "H", "H", "H", "H", "O", "C", "C", "C", "C", "O", "C", "C", "H", "H", "H", "H", "O", "C", "C", "C", "C", "O", "C", "C", "H", "H", "H", "H", "C", "C", "O", "S", "C", "O", "O", "H", "H", "H", "H", "H", "H", "H", "H", "C", "C", "O", "S", "C", "O", "O", "H", "H", "H", "H", "H", "H", "H", "H", "C", "C", "O", "S", "C", "O", "O", "H", "H", "H", "H", "H", "H", "H", "H", "C", "C", "O", "S", "C", "O", "O", "H", "H", "H", "H", "H", "H", "H", "H", "C", "C", "O", "S", "C", "O", "O", "H", "H", "H", "H", "H", "H", "H", "H", "Br", "C", "C", "Br", "H", "H", "H", "H", "Br", "C", "C", "Br", "H", "H", "H", "H", "Br", "C", "C", "Br", "H", "H", "H", "H"], "xyz": [[30.072, -14.174, 9.525], [29.048, -14.058, 8.895], [29.068, -13.554, 7.482], [28.018, -13.530, 6.673], [26.681, -14.025, 7.074], [25.647, -13.736, 6.528], [26.721, -14.732, 8.380], [27.747, -14.660, 9.241], [30.051, -13.360, 7.065], [28.096, -13.243, 5.629], [25.833, -15.294, 8.645], [27.586, -14.911, 10.283], [21.205, -13.304, 12.421], [20.226, -12.685, 12.779], [20.038, -11.233, 12.418], [18.966, -10.528, 12.792], [17.820, -11.180, 13.466], [16.814, -10.552, 13.716], [17.981, -12.619, 13.771], [19.130, -13.270, 13.516], [20.905, -10.739, 11.994], [18.844, -9.475, 12.576], [17.213, -13.161, 14.306], [19.247, -14.313, 13.790], [20.223, -23.743, 13.747], [20.505, -22.754, 14.395], [20.390, -22.660, 15.857], [20.766, -21.630, 16.633], [21.082, -20.361, 15.960], [21.135, -19.301, 16.542], [21.407, -20.504, 14.506], [21.078, -21.578, 13.773], [20.246, -23.626, 16.335], [20.858, -21.802, 17.695], [21.779, -19.679, 13.910], [21.350, -21.623, 12.730], [27.127, -10.644, 15.162], [26.027, -11.642, 14.752], [26.507, -12.235, 13.539], [25.569, -12.109, 12.216], [24.213, -13.251, 12.708], [25.046, -10.767, 12.131], [26.343, -12.634, 11.121], [26.847, -10.085, 16.066], [27.468, -9.971, 14.383], [27.997, -11.115, 15.635], [25.911, -12.423, 15.502], [25.121, -11.042, 14.668], [23.540, -13.458, 11.885], [23.704, -12.827, 13.571], [24.738, -14.168, 12.964], [19.928, -24.482, 9.238], [19.581, -23.328, 10.128], [19.432, -22.173, 9.261], [19.132, -20.758, 9.951], [18.707, -19.885, 8.398], [17.958, -20.816, 10.797], [20.356, -20.207, 10.469], [20.885, -24.348, 8.728], [19.241, -24.634, 8.401], [19.955, -25.438, 9.760], [18.635, -23.453, 10.655], [20.390, -23.145, 10.837], [19.094, -20.505, 7.594], [18.950, -18.830, 8.399], [17.633, -20.068, 8.333], [20.644, -15.361, 15.885], [21.444, -14.137, 15.568], [20.840, -12.949, 16.063], [21.761, -11.627, 16.184], [22.937, -12.176, 17.507], [22.475, -11.472, 14.950], [20.959, -10.541, 16.694], [19.762, -15.446, 15.253], [20.288, -15.290, 16.916], [21.254, -16.259, 15.804], [22.505, -14.228, 15.821], [21.601, -14.006, 14.486], [23.709, -12.728, 16.979], [22.367, -12.741, 18.235], [23.292, -11.234, 17.919], [28.062, -16.286, 13.781], [26.582, -16.161, 13.457], [26.027, -15.492, 14.574], [24.738, -16.066, 15.332], [25.279, -17.719, 15.857], [24.610, -15.241, 16.508], [23.686, -16.294, 14.369], [28.490, -15.297, 13.967], [28.698, -16.738, 13.021], [28.157, -16.776, 14.752], [26.424, -15.775, 12.446], [26.156, -17.166, 13.349], [26.183, -17.598, 16.450], [25.315, -18.373, 14.996], [24.528, -18.000, 16.597], [17.111, -19.211, 14.745], [17.485, -17.913, 15.482], [16.342, -17.033, 15.505], [16.667, -15.512, 15.070], [14.978, -14.796, 14.891], [17.328, -14.811, 16.144], [17.382, -15.479, 13.802], [17.395, -19.143, 13.693], [16.050, -19.425, 14.832], [17.807, -19.975, 15.098], [17.889, -18.107, 16.475], [18.323, -17.458, 14.950], [14.429, -14.626, 15.814], [14.438, -15.520, 14.285], [15.148, -13.831, 14.421], [19.670, -14.722, 8.820], [17.976, -15.238, 9.632], [16.928, -14.111, 9.753], [17.674, -12.396, 10.312], [18.105, -15.733, 10.593], [17.559, -16.027, 9.005], [16.229, -14.389, 10.537], [16.405, -13.945, 8.818], [22.980, -21.722, 10.164], [24.885, -21.347, 10.648], [24.823, -19.881, 11.084], [26.511, -19.026, 10.606], [25.331, -21.509, 9.676], [25.219, -21.971, 11.467], [24.646, -19.867, 12.159], [24.014, -19.325, 10.625], [24.013, -16.049, 10.405], [22.268, -16.038, 11.363], [21.642, -17.427, 11.467], [20.129, -17.323, 12.741], [21.440, -15.478, 10.934], [22.397, -15.628, 12.361], [22.276, -18.259, 11.764], [21.233, -17.695, 10.496]], "lowdin_charge": [0.113, -0.377, 0.015, 0.009, -0.386, 0.121, 0.009, 0.007, 0.119, 0.121, 0.029, 0.103, 0.071, -0.394, 0.003, -0.019, -0.422, 0.102, 0.020, -0.011, 0.128, 0.124, 0.069, 0.076, 0.116, -0.397, 0.019, 0.027, -0.388, 0.103, 0.032, 0.013, 0.123, 0.123, 0.090, 0.073, -0.066, -0.261, -0.268, 0.634, -0.102, -0.280, -0.285, 0.075, 0.082, 0.073, 0.114, 0.102, 0.038, 0.041, 0.022, -0.069, -0.261, -0.291, 0.593, -0.080, -0.289, -0.383, 0.077, 0.083, 0.086, 0.124, 0.078, 0.065, 0.064, 0.064, -0.052, -0.298, -0.243, 0.628, -0.074, -0.285, -0.274, 0.020, 0.096, 0.068, 0.080, 0.092, 0.034, 0.074, 0.066, -0.047, -0.296, -0.265, 0.612, -0.088, -0.273, -0.281, 0.087, 0.083, 0.075, 0.089, 0.086, 0.075, 0.059, 0.072, -0.041, -0.260, -0.247, 0.623, -0.074, -0.272, -0.334, 0.065, 0.082, 0.070, 0.125, 0.048, 0.075, 0.066, 0.061, 0.646, -0.665, -0.625, 0.744, 0.038, 0.048, 0.053, 0.052, 0.718, -0.591, -0.727, 0.629, 0.032, 0.064, 0.058, -0.005, 0.724, -0.654, -0.624, 0.755, -0.006, 0.010, 0.030, 0.044], "smiles": "O=C1C=CC(=O)C=C1.O=C1C=CC(=O)C=C1.O=C1C=CC(=O)C=C1.CCOS(C)(=O)=O.CCOS(C)(=O)=O.CCOS(C)(=O)=O.CCOS(C)(=O)=O.CCOS(C)(=O)=O.BrCCBr.BrCCBr.BrCCBr", "e_lumo_ev": -1.9626, "gap_ev": 7.716, "molar_mass_g_mol": 1508.68, "fmax_ev_per_a": 2.731}